# 1
13
Properties=species:S:1:pos:R:3 method="wB97M-V/def2-TZVPD" multiplicity=1 energy_ev=-9271.03260 gap_ev=8.596 smiles=Nc1[nH]ccc1O
N 1.78 1.01 -0.09
C 0.56 0.28 0.01
C -0.01 -0.96 0.16
O 0.68 -2.12 0.37
C -1.41 -0.74 0.06
C -1.62 0.62 -0.16
N -0.39 1.23 -0.18
H 2.35 0.83 -0.90
H 2.33 1.12 0.76
H 0.04 -2.84 0.42
H -2.17 -1.52 0.14
H -2.56 1.13 -0.29
H 0.43 1.97 -0.29


# 2
14
Properties=species:S:1:pos:R:3 method="wB97M-V/def2-TZVPD" multiplicity=1 energy_ev=-8368.23380 gap_ev="7.852 / 7.925"
C -1.92 0.01 -0.43
O -1.34 -0.09 0.74
C -0.39 -0.98 0.94
C 0.95 -0.20 -0.59
O 1.70 -1.05 -1.03
C 1.46 1.09 0.03
H -2.56 0.87 -0.54
H -0.14 -0.09 -1.00
H -2.09 -0.90 -1.00
H 0.01 -0.95 1.95
H -0.48 -1.94 0.44
H 2.21 0.86 0.79
H 0.65 1.68 0.47
H 1.95 1.68 -0.76


# 3
8
Properties=species:S:1:pos:R:3 method="wB97M-V/def2-TZVPD" multiplicity=3 energy_ev=-21540.39015 gap_ev="7.273 / 9.403"
C 0.07 0.34 -1.40
N -0.56 0.71 -0.38
F -1.97 1.11 -0.47
F 1.73 -0.82 1.31
F -0.57 -1.36 2.01
S 0.58 -0.27 2.33
H -0.35 0.05 -2.30
H 1.06 0.23 -1.09


# 4
23
Properties=species:S:1:pos:R:3 method="wB97M-V/def2-TZVPD" multiplicity=1 energy_ev=-58641.95498 gap_ev=2.590 charge=+1
N -2.76 -0.49 -0.29
C -2.07 -0.21 -1.51
O -2.58 0.37 -2.42
C -0.61 -0.67 -1.61
C -0.07 -1.08 -0.23
S 1.72 -0.91 -0.12
O 2.25 -2.40 0.08
O 2.25 -0.44 -1.34
N 2.18 -0.21 1.17
S 2.03 1.43 1.27
O 2.70 2.16 0.24
O 2.47 1.79 2.57
P -0.05 2.09 1.23
S -0.99 1.27 2.73
H -3.74 -0.56 -0.52
H -2.65 0.33 0.31
H -0.04 0.14 -2.05
H -0.62 -1.55 -2.25
H -0.31 -2.13 -0.11
H -0.57 -0.57 0.60
H -0.11 3.49 1.34
H -0.66 1.67 0.03
Be 2.24 -3.52 0.87


# 5
13
Properties=species:S:1:pos:R:3 method="wB97M-V/def2-TZVPD" multiplicity=1 energy_ev=-10281.27287 gap_ev=9.522
C -0.76 0.75 -0.81
C -2.77 -0.29 -0.04
C 2.41 -0.13 0.59
N 0.48 0.85 -0.55
N 1.01 -0.06 0.25
O -1.44 -0.32 -0.12
O -3.62 0.45 -0.49
H -1.35 1.36 -1.50
H -2.99 -1.05 0.61
H 2.71 0.56 1.43
H 2.60 -1.16 0.99
H 2.98 0.01 -0.32
H 0.75 -0.97 -0.05


# 6
99
Properties=species:S:1:pos:R:3 method="wB97M-V/def2-TZVPD" multiplicity=3 energy_ev=-65708.74100 gap_ev="5.295 / 5.355" charge=+1
W 0.11 -0.23 0.29
C 4.69 -3.47 -2.61
C 4.82 -1.98 -2.26
C 3.93 -1.58 -1.13
C 4.24 -1.46 0.20
C 5.55 -1.74 0.87
C 5.62 -3.18 1.39
C 3.03 -1.10 0.88
N 1.99 -0.97 -0.02
C 2.52 -1.30 -1.26
C 1.79 -1.41 -2.42
C 0.42 -1.23 -2.57
C -0.32 -1.40 -3.78
C 0.25 -1.84 -5.09
C 0.75 -0.66 -5.93
C -1.63 -1.06 -3.51
C -1.69 -0.68 -2.13
C -2.81 -0.20 -1.47
C -2.90 0.16 -0.14
N -1.83 0.16 0.75
C -2.37 0.47 1.98
C -1.66 0.45 3.17
C -0.34 0.06 3.34
N 0.52 -0.29 2.32
C 1.73 -0.58 2.92
C 2.89 -0.93 2.25
C 1.62 -0.41 4.34
C 0.34 0.00 4.60
C -0.25 0.38 5.92
C -0.27 1.90 6.11
C 2.72 -0.69 5.32
C 2.82 -2.19 5.61
C -3.78 0.73 1.86
C -4.11 0.53 0.54
C -5.46 0.63 -0.08
C -5.68 1.95 -0.83
C -4.71 1.01 2.99
C -5.25 -0.30 3.58
N -0.43 -0.80 -1.56
C -2.80 -1.13 -4.43
C -3.59 -2.42 -4.20
H 5.32 -3.72 -3.46
H 4.99 -4.09 -1.76
H 3.66 -3.72 -2.85
H 5.86 -1.76 -1.99
H 4.59 -1.38 -3.14
H 6.37 -1.56 0.17
H 5.69 -1.04 1.70
H 5.51 -3.89 0.58
H 6.57 -3.36 1.88
H 4.82 -3.37 2.11
H 2.34 -1.69 -3.31
H 1.07 -2.54 -4.92
H -0.52 -2.38 -5.65
H 1.55 -0.12 -5.42
H 1.12 -1.02 -6.89
H -0.06 0.05 -6.12
H -3.72 -0.13 -2.05
H -2.21 0.71 4.06
H 3.77 -1.07 2.85
H -1.27 -0.02 5.99
H 0.33 -0.08 6.71
H -0.85 2.39 5.33
H -0.71 2.16 7.08
H 0.74 2.30 6.08
H 3.67 -0.32 4.93
H 2.52 -0.16 6.25
H 3.02 -2.75 4.69
H 3.62 -2.40 6.32
H 1.89 -2.57 6.03
H -5.61 -0.20 -0.77
H -6.22 0.54 0.70
H -4.91 2.10 -1.59
H -6.66 1.95 -1.32
H -5.65 2.80 -0.14
H -4.20 1.59 3.76
H -5.54 1.63 2.64
H -4.44 -0.90 3.99
H -5.96 -0.09 4.39
H -5.75 -0.88 2.82
H -3.45 -0.27 -4.28
H -2.45 -1.10 -5.46
H -3.92 -2.50 -3.16
H -4.47 -2.46 -4.84
H -2.98 -3.30 -4.41
Cl 0.77 5.11 4.31
C 0.72 4.16 2.87
C -0.28 4.37 1.94
C -0.34 3.59 0.80
C 0.60 2.60 0.56
C 0.56 1.70 -0.64
C 1.64 2.43 1.49
C 1.69 3.19 2.65
H -1.01 5.16 2.11
H -1.14 3.76 0.08
H 1.54 1.63 -1.12
H -0.17 2.05 -1.36
H 2.42 1.70 1.29
H 2.48 3.04 3.37


# 7
11
Properties=species:S:1:pos:R:3 method="wB97M-V/def2-TZVPD" multiplicity=3 energy_ev=-17660.48719 gap_ev="7.724 / 8.660" charge=+1
C -0.77 0.03 0.08
C 1.20 -1.36 0.11
N -1.03 1.98 0.12
N 0.47 -0.12 0.02
Cl -2.07 -1.00 -0.01
H 1.60 -1.26 1.15
H 1.92 -1.25 -0.78
H 0.49 -2.16 -0.03
H -2.09 2.12 0.17
H -0.54 2.22 -0.68
H 0.83 0.80 -0.16


# 8
19
Properties=species:S:1:pos:R:3 method="wB97M-V/def2-TZVPD" multiplicity=1 energy_ev=-12969.17208 gap_ev=9.774
H -1.38 -1.21 0.59
O -0.85 -1.12 1.76
O -1.67 -1.34 -0.49
H -0.29 -1.90 1.79
H -0.19 -0.45 1.48
C -1.43 -0.32 -1.26
O -1.34 -0.33 -2.46
C -1.12 0.99 -0.44
H -1.26 1.81 -1.15
N 0.11 0.98 0.31
H 0.15 1.66 1.06
H -2.00 1.01 0.24
C 1.29 1.25 -0.57
H 1.62 0.43 -1.20
H 1.00 2.13 -1.15
H 2.21 1.40 0.02
O 1.50 -1.69 0.79
H 2.17 -2.31 0.56
H 1.47 -0.99 0.11